(1)
{
  "formula": "C29H25BrN8O5PdS",
  "method": "ωB97M-V/def2-TZVPD",
  "spin_multiplicity": 3,
  "gap_ev": [7.955, 6.932],
  "species": ["Pd", "Br", "C", "C", "C", "C", "C", "N", "C", "O", "O", "H", "H", "H", "N", "C", "C", "C", "C", "C", "C", "S", "O", "O", "N", "C", "N", "C", "C", "C", "N", "H", "H", "H", "H", "H", "H", "H", "H", "H", "C", "C", "C", "C", "C", "N", "C", "O", "N", "C", "C", "C", "C", "N", "C", "C", "C", "H", "H", "H", "H", "H", "H", "H", "H", "H", "H", "H", "H", "H"],
  "xyz": [[-0.09489, -0.03365, 0.03046], [-0.16006, -3.24600, 0.41503], [-1.89664, -2.49684, 0.32849], [-3.04609, -3.24999, 0.42168], [-4.25406, -2.55939, 0.36170], [-4.27219, -1.18307, 0.20729], [-3.06659, -0.51597, 0.10964], [-1.91656, -1.18164, 0.17450], [-2.93173, 0.97909, -0.14240], [-3.95899, 1.62385, -0.24392], [-1.71980, 1.37425, -0.30125], [-2.99976, -4.32284, 0.54089], [-5.18423, -3.11100, 0.43214], [-5.18827, -0.61004, 0.16148], [-1.14928, -5.46057, 5.19677], [-0.93924, -4.15067, 4.78643], [0.21417, -3.46429, 5.17462], [0.40205, -2.14208, 4.81574], [-0.56422, -1.49039, 4.05866], [-1.71943, -2.15952, 3.66940], [-1.90308, -3.48288, 4.02596], [-0.32226, 0.17630, 3.55121], [0.54468, 0.81427, 4.49676], [-1.61842, 0.71491, 3.25713], [0.42245, 0.03262, 2.12190], [1.72574, -0.24870, 1.92292], [2.54702, -0.78222, 2.84369], [3.76234, -1.10363, 2.43128], [4.20663, -0.94751, 1.12188], [3.30493, -0.39542, 0.24220], [2.08794, -0.01473, 0.62290], [-0.34715, -5.98154, 5.50297], [-1.83127, -5.99939, 4.69408], [0.96218, -3.97773, 5.76946], [1.29470, -1.60281, 5.10540], [-2.47466, -1.62451, 3.10428], [-2.80760, -4.00600, 3.73222], [4.41836, -1.52817, 3.18571], [5.19751, -1.24102, 0.81150], [3.55858, -0.22221, -0.79777], [0.06087, -6.47499, -9.86132], [0.64151, -5.92211, -8.58404], [-0.14211, -5.24919, -7.65776], [0.38860, -4.75140, -6.47113], [1.74345, -4.89888, -6.20028], [2.35061, -4.43428, -5.01053], [2.03217, -3.37263, -4.19265], [2.50099, -3.26864, -3.07499], [1.18007, -2.45528, -4.76008], [0.62646, -1.32905, -4.13607], [-0.05613, -0.40448, -4.91644], [-0.62577, 0.70207, -4.32036], [-0.51618, 0.86434, -2.95064], [0.13533, -0.02593, -2.20361], [0.69684, -1.09753, -2.76751], [2.54116, -5.57685, -7.12110], [1.99401, -6.08535, -8.28430], [-1.00355, -6.25514, -9.93872], [0.18529, -7.55866, -9.91018], [0.55791, -6.05020, -10.73557], [-1.20202, -5.12214, -7.84985], [-0.27016, -4.28768, -5.74674], [3.11365, -4.97743, -4.64215], [1.02398, -2.53726, -5.75200], [-0.13728, -0.55498, -5.98827], [-1.15852, 1.43555, -4.90942], [-0.96426, 1.69642, -2.42554], [1.22614, -1.77978, -2.12260], [3.59951, -5.70078, -6.91696], [2.63555, -6.61342, -8.98227]],
  "forces_ev_per_a": [[-0.63, 0.81, -0.41], [-0.15, -0.26, 0.02], [0.12, 0.30, 0.01], [-0.12, 0.00, 0.03], [-0.03, -0.12, 0.01], [-0.16, -0.01, 0.08], [0.22, -0.07, 0.06], [0.32, -0.46, -0.09], [0.06, -0.07, -0.15], [0.11, 0.11, 0.00], [-0.01, 0.15, 0.14], [0.00, 0.04, 0.00], [0.04, 0.02, 0.01], [0.05, -0.01, -0.02], [-0.04, 0.14, 0.07], [0.00, -0.10, -0.02], [0.03, -0.02, 0.01], [-0.04, 0.00, -0.06], [-0.11, -0.12, 0.12], [0.09, 0.02, 0.07], [-0.04, -0.01, -0.02], [0.07, -0.34, -0.01], [-0.02, 0.09, 0.08], [-0.04, 0.05, -0.03], [0.33, 0.23, -0.22], [0.11, -0.12, 0.21], [-0.03, 0.17, -0.09], [-0.06, 0.00, 0.04], [0.09, -0.03, 0.12], [-0.17, 0.23, -0.16], [0.16, -0.40, 0.27], [0.03, -0.01, -0.04], [0.01, -0.01, -0.05], [-0.02, 0.03, -0.01], [-0.05, -0.03, 0.00], [0.02, -0.03, 0.04], [0.01, 0.02, 0.02], [-0.01, 0.00, -0.01], [0.00, 0.01, 0.02], [-0.03, -0.05, -0.02], [0.04, 0.02, 0.07], [-0.01, -0.03, -0.04], [-0.01, 0.03, 0.02], [-0.12, -0.08, -0.01], [0.08, 0.08, 0.02], [0.00, -0.07, 0.03], [-0.04, -0.02, 0.02], [0.02, -0.04, -0.12], [-0.03, 0.16, 0.02], [0.13, -0.11, -0.05], [-0.04, 0.05, -0.13], [-0.01, 0.05, -0.07], [0.05, 0.02, 0.01], [-0.26, -0.23, 0.00], [0.10, 0.07, 0.08], [0.04, 0.01, -0.04], [0.02, -0.01, -0.02], [0.02, 0.00, 0.01], [0.00, 0.03, 0.01], [-0.01, 0.00, 0.02], [0.04, -0.01, 0.02], [0.03, -0.04, -0.05], [0.00, -0.05, 0.04], [-0.04, 0.02, 0.02], [0.01, 0.01, 0.03], [0.01, -0.01, 0.01], [-0.02, -0.02, 0.03], [-0.03, -0.03, 0.04], [-0.05, 0.01, -0.02], [-0.03, 0.02, 0.03]],
  "lowdin_spin": [1.445, 0.011, 0.007, 0.004, -0.004, 0.004, 0.003, 0.092, 0.009, 0.011, 0.142, 0.001, 0.000, 0.001, 0.000, 0.000, 0.000, 0.000, 0.001, 0.000, 0.000, 0.006, 0.011, 0.000, 0.082, 0.014, 0.005, 0.007, 0.006, 0.009, 0.064, 0.000, 0.000, 0.000, 0.000, 0.000, 0.000, 0.000, 0.000, 0.000, 0.000, 0.000, 0.000, 0.000, 0.000, 0.000, 0.000, 0.000, 0.001, 0.002, -0.001, 0.002, 0.004, 0.057, 0.006, 0.000, 0.000, 0.000, 0.000, 0.000, 0.000, 0.000, 0.000, 0.000, 0.000, 0.000, 0.000, 0.001, 0.000, 0.000]
}

(2)
{
  "formula": "C29H25Cl2F10HfN5O",
  "method": "ωB97M-V/def2-TZVPD",
  "spin_multiplicity": 1,
  "gap_ev": 5.678,
  "species": ["Hf", "C", "N", "C", "C", "N", "C", "C", "F", "C", "F", "C", "F", "C", "F", "C", "F", "C", "C", "N", "C", "C", "F", "C", "F", "C", "F", "C", "F", "C", "F", "H", "H", "H", "H", "H", "H", "H", "H", "H", "H", "H", "N", "C", "O", "C", "C", "H", "H", "H", "H", "H", "H", "Cl", "C", "Cl", "H", "H", "C", "C", "C", "C", "C", "C", "C", "C", "N", "H", "H", "H", "H", "H", "H"],
  "xyz": [[0.53748, 0.02235, -0.20031], [-1.74256, 0.32142, -2.34564], [-0.75353, 1.21852, -1.73368], [0.16551, 1.74255, -2.74653], [1.63761, 1.75688, -2.30928], [1.98719, 0.51150, -1.61332], [3.33971, 0.15873, -1.59701], [4.36197, 1.05625, -1.21946], [3.97281, 2.37678, -1.03799], [5.71870, 0.70842, -1.25847], [6.71709, 1.62916, -1.26564], [6.09610, -0.63526, -1.46450], [7.39239, -0.94689, -1.48986], [5.12129, -1.54210, -1.80969], [5.40526, -2.83250, -2.13553], [3.80077, -1.13965, -1.85952], [2.86922, -2.08935, -2.22136], [-1.42700, 2.27533, -0.93318], [-0.63095, 2.75673, 0.26831], [-0.16014, 1.55332, 1.03424], [0.18950, 1.62932, 2.39149], [1.10255, 2.63881, 2.77890], [1.91768, 3.24607, 1.85576], [1.27344, 2.97383, 4.14008], [2.09260, 3.98501, 4.54368], [0.66172, 2.19025, 5.13278], [0.80164, 2.44594, 6.46065], [-0.17566, 1.14647, 4.75879], [-0.91279, 0.54078, 5.68885], [-0.32176, 0.84287, 3.42223], [-0.97549, -0.37600, 3.24732], [-2.26171, 0.71779, -3.23277], [-2.51971, 0.03522, -1.66900], [-1.23847, -0.63419, -2.62900], [-0.07926, 2.80732, -2.96004], [0.04374, 1.08739, -3.65554], [1.88530, 2.63822, -1.72243], [2.28217, 1.81968, -3.18147], [-2.38401, 1.88028, -0.59292], [-1.64033, 3.16657, -1.54236], [-1.30937, 3.31081, 1.00121], [0.18779, 3.44341, 0.02353], [1.43040, -3.97779, 0.93467], [1.42689, -2.68336, 0.58094], [0.47297, -2.18613, -0.09568], [2.52319, -1.79641, 1.06021], [2.24794, -0.31028, 1.18027], [0.73124, -4.63174, 0.65026], [2.21181, -4.36798, 1.50599], [3.30423, -2.04466, 0.33660], [2.85404, -2.24253, 1.97915], [3.05444, 0.37226, 1.00927], [1.75515, -0.08030, 2.15319], [-1.54352, -4.28740, -1.65840], [-1.42392, -3.88222, -3.38398], [0.04849, -2.99736, -3.82307], [-2.30546, -3.28558, -3.65525], [-1.37406, -4.82578, -3.90185], [-2.10185, -1.46536, 0.75795], [-3.42056, -0.93906, 0.73239], [-3.93567, -0.04828, 1.73061], [-5.20168, 0.53829, 1.52099], [-6.04326, 0.11839, 0.47894], [-5.56606, -0.81244, -0.48165], [-4.26379, -1.26049, -0.39259], [-7.29940, 0.69067, 0.29644], [-8.35852, 1.12729, 0.18614], [-1.82341, -2.23792, 0.01629], [-1.49600, -1.41635, 1.62108], [-3.33472, 0.19757, 2.60781], [-5.50010, 1.35983, 2.17424], [-6.20499, -1.11816, -1.32108], [-3.89234, -1.94472, -1.12128]],
  "forces_ev_per_a": [[-2.02, -1.98, 0.86], [0.14, -1.21, -0.79], [-0.35, 0.58, 0.40], [0.70, 0.38, -1.17], [0.29, -0.28, -0.26], [-0.12, -0.05, -0.36], [0.51, -0.07, 0.54], [-0.04, 1.23, -0.80], [1.02, -1.61, 0.08], [0.24, 0.05, -0.30], [-1.04, -0.58, 0.51], [0.07, 1.05, -0.22], [-0.28, -0.05, 0.00], [-0.11, -1.11, -0.15], [0.02, 1.10, 0.41], [-1.65, -0.39, -0.53], [0.88, 0.79, 0.42], [-0.37, 0.75, 0.13], [-0.32, -0.10, 2.49], [0.60, -0.76, -0.84], [0.07, 1.59, -0.87], [0.45, 0.41, 1.24], [-1.27, -0.43, 0.76], [0.63, -0.14, 0.20], [-0.66, -0.92, -0.62], [-0.25, 0.41, 0.31], [0.04, 0.10, -1.23], [0.46, 0.98, 0.34], [0.43, -0.30, -0.22], [-0.94, -1.80, 0.23], [0.56, 1.99, -0.32], [0.50, 0.28, 0.11], [-0.30, 0.00, 0.80], [-0.23, 0.66, -0.05], [-0.16, -0.74, -0.32], [0.24, 0.87, 0.81], [-0.30, 0.16, 0.21], [-0.13, 0.24, -0.45], [0.12, -0.14, 0.11], [-0.03, -0.30, -0.18], [0.58, -0.38, -1.25], [-0.03, -0.14, -0.17], [1.60, 0.21, 0.70], [-1.50, 0.08, 0.05], [1.38, -0.18, 0.39], [1.07, -0.66, 0.13], [-1.70, -0.46, 0.47], [-0.47, 0.03, -0.37], [-1.12, 0.76, -0.85], [0.34, 0.30, 0.04], [0.48, -0.22, 0.70], [0.69, 0.02, 0.15], [0.70, -0.36, -0.37], [0.05, 0.13, -0.19], [-0.24, 0.02, 0.08], [-0.09, 0.10, 0.23], [0.45, -0.28, 0.08], [-0.19, -0.07, -0.25], [0.40, 0.09, -2.01], [0.49, -0.03, -0.14], [-1.14, 0.27, -1.06], [1.28, -0.49, 0.48], [1.36, -0.45, -0.43], [0.49, 0.30, 0.18], [-0.76, 0.50, 1.06], [-1.10, 0.35, 0.18], [-0.27, 0.21, -0.15], [-0.51, 0.47, 0.70], [0.24, -0.14, 0.74], [-0.18, 0.04, -0.35], [-0.23, -0.40, -0.04], [0.24, 0.17, 0.46], [0.28, -0.44, -0.43]],
  "lowdin_charge": [1.740, -0.077, -0.313, -0.164, -0.215, -0.155, -0.200, -0.101, 0.062, -0.100, 0.106, -0.138, 0.130, -0.133, 0.106, -0.143, 0.050, -0.167, -0.184, -0.166, -0.222, -0.118, 0.078, -0.100, 0.095, -0.112, 0.103, -0.152, 0.136, -0.111, 0.043, 0.112, 0.044, 0.072, 0.134, 0.140, 0.099, 0.127, 0.124, 0.130, 0.152, 0.102, 0.219, -0.458, -0.162, -0.196, -0.234, 0.108, 0.151, 0.113, 0.110, 0.047, 0.058, 0.554, -0.985, 0.529, 0.036, 0.013, -0.108, -0.332, -0.042, -0.043, -0.287, -0.042, -0.089, -0.251, 0.125, -0.033, -0.017, 0.092, 0.111, 0.117, 0.079]
}

(3)
{
  "formula": "C29H25ClO3",
  "method": "ωB97M-V/def2-TZVPD",
  "spin_multiplicity": 1,
  "gap_ev": 3.519,
  "species": ["Cl", "C", "C", "C", "C", "O", "C", "C", "H", "H", "H", "H", "C", "O", "C", "C", "C", "C", "C", "C", "C", "C", "C", "C", "C", "C", "C", "C", "C", "C", "C", "O", "C", "C", "C", "C", "C", "H", "H", "H", "H", "H", "H", "H", "H", "H", "H", "H", "H", "H", "H", "H", "H", "H", "H", "H", "H", "H"],
  "xyz": [[2.48527, -0.87656, 4.70263], [1.02952, -0.48669, 3.88836], [0.12750, -1.50439, 3.52941], [-1.08235, -1.19626, 2.94122], [-1.41837, 0.15782, 2.55474], [-2.45799, 0.41541, 1.87873], [-0.46962, 1.17571, 2.96519], [0.72144, 0.85097, 3.59035], [0.39440, -2.53694, 3.73106], [-1.81918, -1.95894, 2.69669], [-0.72342, 2.20158, 2.70726], [1.43293, 1.62974, 3.85560], [-12.50490, 3.14699, 3.44792], [-11.93874, 2.92296, 2.13422], [-10.58919, 2.83746, 1.99980], [-10.08379, 2.36054, 0.76416], [-8.72666, 2.13180, 0.60826], [-7.80334, 2.46021, 1.62971], [-6.36297, 2.21843, 1.51047], [-5.88053, 1.12041, 0.74258], [-4.56656, 0.87036, 0.37665], [-4.18021, -0.08591, -0.63932], [-2.82038, -0.28248, -1.01033], [-2.46884, -1.15539, -2.03337], [-3.45535, -1.85998, -2.73668], [-4.80039, -1.67540, -2.39820], [-5.15825, -0.83360, -1.35010], [-5.44499, 3.08705, 2.24103], [-5.67748, 4.48475, 2.35888], [-4.77065, 5.31566, 2.98181], [-3.59204, 4.77726, 3.55236], [-2.69966, 5.65751, 4.07639], [-1.48507, 5.13222, 4.65877], [-3.39515, 3.38225, 3.53561], [-4.30515, 2.56540, 2.88487], [-8.33044, 2.98728, 2.83710], [-9.68650, 3.17144, 3.03402], [-13.58118, 3.17308, 3.26308], [-12.25704, 2.32443, 4.13371], [-12.17430, 4.10269, 3.87952], [-10.79731, 2.15717, -0.03508], [-8.36082, 1.73864, -0.34336], [-6.66368, 0.44464, 0.39876], [-3.78500, 1.49356, 0.79226], [-2.04622, 0.25660, -0.45852], [-1.41615, -1.29139, -2.29161], [-3.18503, -2.51351, -3.56210], [-5.58898, -2.18812, -2.94912], [-6.20910, -0.71757, -1.07343], [-6.57508, 4.91471, 1.91019], [-4.92682, 6.38936, 3.03447], [-0.94227, 6.01797, 4.99540], [-1.70276, 4.47349, 5.51252], [-0.88477, 4.58524, 3.91352], [-2.51584, 2.95083, 4.01506], [-4.10926, 1.49870, 2.85263], [-7.65765, 3.24367, 3.65024], [-10.05650, 3.55972, 3.98361]],
  "forces_ev_per_a": [[0.80, -0.20, 0.36], [-1.29, 0.44, -0.84], [0.25, 0.46, 0.32], [-0.10, 0.82, -0.37], [1.43, -0.47, 0.93], [-0.74, 0.43, -0.30], [-0.66, -0.75, -0.39], [0.09, -0.57, 0.25], [-0.06, 0.07, 0.10], [0.24, 0.00, -0.02], [0.19, -0.06, -0.01], [-0.08, -0.11, 0.01], [0.18, 0.02, -0.48], [0.44, 0.04, 0.25], [0.30, -0.08, 0.30], [-0.24, 0.06, 0.48], [0.04, 0.23, 0.03], [-0.42, 0.04, 0.27], [0.87, -0.38, 0.18], [-0.66, 0.09, 0.23], [-0.45, 0.54, -0.28], [0.07, -0.96, -0.62], [-0.24, 0.40, 0.38], [-0.19, -0.16, -0.12], [-0.08, 0.55, 0.32], [-0.15, 0.01, 0.21], [0.33, 0.29, 0.15], [0.00, 0.30, 0.35], [-0.08, -0.12, -0.10], [0.32, -0.14, 0.13], [0.09, -0.30, -0.09], [-0.23, -0.63, -0.03], [-0.21, 0.08, -0.18], [0.10, 0.54, 0.16], [-0.05, 0.00, -0.20], [0.29, 0.02, -0.38], [-0.52, -0.21, -0.41], [0.23, 0.01, 0.17], [0.00, 0.18, -0.24], [-0.11, -0.23, -0.20], [0.25, -0.02, 0.22], [-0.12, 0.16, 0.29], [0.22, 0.19, -0.02], [0.14, -0.09, -0.21], [-0.33, -0.19, -0.08], [-0.36, 0.07, 0.12], [-0.03, 0.06, 0.18], [0.27, 0.04, 0.13], [0.37, -0.14, -0.31], [0.29, -0.09, 0.08], [0.01, -0.17, -0.05], [-0.07, -0.24, -0.04], [0.02, 0.21, -0.25], [-0.27, 0.19, 0.21], [-0.35, -0.02, -0.24], [0.08, 0.07, 0.10], [-0.02, -0.11, -0.16], [0.20, -0.18, -0.30]],
  "lowdin_charge": [0.614, -0.744, -0.144, -0.040, -0.456, -0.157, -0.055, -0.149, 0.092, 0.096, 0.078, 0.091, -0.051, -0.079, -0.252, 0.015, -0.009, -0.171, -0.053, -0.005, 0.056, -0.178, 0.005, -0.060, -0.063, -0.078, -0.018, -0.180, -0.022, 0.011, -0.245, -0.073, -0.047, 0.020, 0.003, -0.007, 0.001, 0.095, 0.102, 0.091, 0.124, 0.121, 0.098, 0.100, 0.119, 0.111, 0.106, 0.105, 0.102, 0.124, 0.121, 0.094, 0.101, 0.095, 0.100, 0.108, 0.125, 0.109]
}

It is found that the ΔE to the lowest compared entry with this formula, charge and spin values, taken in the order of the records, are 29.6, 64.4, 14.8 kJ/mol.